DFT (the ωB97M-V functional and the def2-TZVPD basis) results for a structure of composition C24H18CaN6O2Se.

Structure (XYZ):
```
52
Properties=species:S:1:pos:R:3:mulliken_charge:R:1
Ca 0.10434 -0.09007 -0.36219 1.527
C 2.28754 3.53717 0.78411 -1.536
C 1.83264 2.09875 0.88332 1.071
O 0.70148 1.82499 0.32146 -1.052
C 2.62359 1.19865 1.57415 -1.298
C 2.25734 -0.16373 1.93002 1.109
C 3.03402 -0.88614 2.99267 -1.366
N 1.23776 -0.70943 1.36195 0.129
N 0.78485 -1.98710 1.79061 -0.544
C -0.46292 -2.16271 1.43957 0.392
O -1.23441 -1.32357 0.80991 -1.059
C -1.03430 -3.51960 1.75428 0.486
C -2.34031 -3.78920 1.36685 -0.317
C -2.89836 -5.04704 1.57877 -0.675
C -2.14705 -6.04338 2.18436 -0.402
C -0.84030 -5.77278 2.58384 -0.661
C -0.28690 -4.51974 2.37314 -0.205
H 1.71682 4.04580 0.00874 0.371
H 3.35435 3.61501 0.56362 0.342
H 2.11360 4.05448 1.73025 0.423
H 3.53339 1.58797 2.01266 0.249
H 3.89438 -0.30216 3.31625 0.398
H 3.36329 -1.86093 2.62864 0.305
H 2.39746 -1.08935 3.85538 0.296
H -2.90852 -2.99319 0.90409 0.418
H -3.92006 -5.24288 1.27544 0.403
H -2.57504 -7.02382 2.35362 0.405
H -0.25144 -6.54453 3.06578 0.387
H 0.72983 -4.30300 2.67352 0.460
Se 6.33083 -4.51572 -1.93340 0.212
N 4.58834 -4.89418 -1.76091 -0.847
C 3.96086 -3.75685 -1.78044 0.760
C 2.49549 -3.63743 -1.66787 1.011
C 1.67949 -4.75636 -1.52626 -0.758
C 0.32021 -4.58555 -1.43210 -0.597
C -0.17914 -3.28938 -1.46947 -0.512
N 0.58641 -2.20849 -1.58507 -0.508
C 1.91737 -2.37798 -1.68885 -0.117
C 2.76338 -1.14342 -1.83186 -0.095
N 2.13110 0.04538 -1.83250 -0.440
C 2.86168 1.14522 -1.97822 -0.610
C 4.24145 1.13535 -2.14268 -0.708
C 4.88691 -0.07698 -2.12113 -0.657
C 4.13953 -1.23990 -1.96125 1.019
C 4.77480 -2.57056 -1.92757 0.753
N 6.05707 -2.74777 -2.02692 -0.849
H 2.13314 -5.73926 -1.48807 0.510
H -0.35601 -5.41900 -1.29970 0.426
H -1.24087 -3.10740 -1.35512 0.418
H 2.31343 2.08006 -1.94358 0.573
H 4.78029 2.06539 -2.25794 0.441
H 5.96238 -0.15045 -2.22228 0.517
```

As for the LUMO energy: -0.035 Ha. The value obtained for the orbital gap is 5.959 eV. The HOMO energy is -6.90 eV. For the max |F|, the calculation gives 2.10 eV Å⁻¹.